A structure of composition C24H20As2F12HgN4O8 in a non-equilibrium geometry, computed with the ωB97M-V functional and the def2-TZVPD basis.

Geometry as XYZ:
```
71
Properties=species:S:1:pos:R:3:mulliken_charge:R:1
Hg 1.7384 0.3912 -2.0053 1.175
As 3.3997 -3.7359 -5.2729 1.979
F 3.2063 -5.0111 -4.0876 -0.437
F 5.0944 -4.3790 -5.5264 -0.476
F 3.5446 -2.3254 -6.3698 -0.453
F 1.7563 -3.0021 -4.8911 -0.501
F 4.0311 -2.5285 -3.9173 -0.501
F 2.7802 -4.7215 -6.5980 -0.451
As 2.5189 5.5979 -2.5145 1.965
F 3.0946 4.0781 -3.3524 -0.500
F 1.4687 4.4147 -1.5813 -0.496
F 2.0510 6.9865 -1.5587 -0.443
F 3.4560 6.5950 -3.6624 -0.462
F 0.9760 5.6066 -3.5035 -0.467
F 3.9048 5.3007 -1.4169 -0.468
C -0.7772 -7.8067 4.3319 -0.183
C 0.2949 -8.3333 3.5896 -0.578
C 1.0051 -7.4570 2.7980 -0.065
C 0.7360 -6.1106 2.7529 0.173
C -0.3071 -5.6139 3.5393 -0.207
C -1.0599 -6.4554 4.3541 -0.642
N 1.5629 -5.2301 1.8815 0.778
O 2.7457 -5.7092 1.7462 -0.472
O 1.0444 -4.2780 1.2646 -0.491
H -1.2438 -8.6847 4.7535 0.327
H 0.4839 -9.3919 3.4894 0.373
H 1.6838 -7.8316 2.0460 0.361
H -0.6685 -4.5970 3.4971 0.370
H -1.8836 -6.0155 4.8967 0.373
C -6.8210 4.5220 1.8341 -0.316
C -5.5111 4.9094 1.6268 -0.541
C -4.4833 4.0543 1.8480 -0.356
C -4.7530 2.8281 2.4212 0.536
C -6.0763 2.3216 2.5067 -0.465
C -7.1261 3.2058 2.3285 -0.450
N -3.6315 1.9496 2.6964 0.834
O -2.8813 1.6470 1.7608 -0.503
O -3.5029 1.5952 3.8633 -0.495
H -7.6633 5.1606 1.6125 0.380
H -5.3802 5.8585 1.1283 0.357
H -3.4635 4.3469 1.6460 0.428
H -6.3152 1.3406 2.8900 0.366
H -8.1679 2.9493 2.4525 0.385
C 10.5918 1.4237 4.2166 -0.402
C 9.8573 0.3991 4.7727 -0.379
C 8.6278 0.1932 4.3169 -0.287
C 8.1151 0.8639 3.1942 0.235
C 8.8191 1.8896 2.6154 -0.323
C 9.9785 2.1942 3.1857 -0.389
N 6.7165 0.5649 2.7571 0.896
O 6.3242 0.9654 1.6825 -0.546
O 5.9719 -0.0552 3.5606 -0.543
H 11.5445 1.6090 4.6904 0.373
H 10.2629 -0.3086 5.4805 0.361
H 8.1318 -0.5511 4.9222 0.375
H 8.5878 2.4542 1.7243 0.456
H 10.6134 3.0452 2.9883 0.346
C -8.6207 1.8409 -4.9728 -0.372
C -8.1690 0.7490 -5.7963 -0.464
C -6.8241 0.4312 -5.8054 -0.366
C -5.9522 1.0860 -4.8621 0.230
C -6.4322 2.0380 -4.0024 -0.227
C -7.7593 2.4006 -4.0415 -0.426
N -4.5164 0.8535 -4.9909 0.919
O -3.7365 1.2214 -4.1588 -0.573
O -4.0649 0.3614 -6.0151 -0.541
H -9.6438 2.1794 -5.0434 0.362
H -8.8268 0.1902 -6.4456 0.369
H -6.3907 -0.2747 -6.4984 0.418
H -5.8245 2.6842 -3.3863 0.391
H -8.2424 3.1098 -3.3857 0.364
```

Properties
LUMO: -8.990 eV
gap between HOMO and LUMO: 1.439 eV
net charge: 0